{"formula": "C4H6NO3P", "method": "wB97M-V/def2-TZVPD", "e_lumo_ev": 0.5251, "de_lowest_kj_mol": 0.0, "energy_ev": -21165.23182, "spin_multiplicity": 1, "orbital_gap_ev": 9.60, "elements": ["C", "C", "N", "C", "O", "O", "P", "C", "O", "H", "H", "H", "H", "H", "H"], "positions_angstrom": [[1.460, 2.450, 0.611], [1.148, 1.301, 0.702], [0.822, -0.019, 0.727], [1.419, -0.729, -0.371], [2.545, -1.127, -0.324], [0.621, -0.910, -1.434], [-0.910, -0.201, 1.108], [-1.841, 0.324, -0.359], [-1.095, -1.827, 0.945], [1.780, 3.451, 0.476], [0.838, -1.770, -1.823], [-1.593, -0.185, -1.281], [-2.883, 0.108, -0.126], [-1.749, 1.400, -0.474], [-0.562, -2.266, 1.623]]}